(1)
The following is a DFT calculation (ωB97M-V/def2-TZVPD) of a structure of composition C28H30ClN8O7Tl.

Geometry as XYZ:
```
75
Properties=species:S:1:pos:R:3
Tl -3.3909 -1.6744 -0.9459
N -0.6650 -2.4902 -1.0040
C -0.6081 -3.8968 -1.3797
C -1.7653 -4.3585 -2.2729
O -1.6257 -5.4732 -2.8195
N -2.7965 -3.5361 -2.3749
C -3.8481 -3.9904 -3.2635
C -4.9745 -2.9668 -3.4950
O -5.8743 -3.3030 -4.2768
O -4.8756 -1.8363 -2.9111
H -0.6430 -1.8970 -1.8250
H 0.1089 -2.2323 -0.4005
H -0.6418 -4.5025 -0.4679
H 0.3092 -4.1825 -1.9099
H -4.3190 -4.9128 -2.9028
H -3.4451 -4.2545 -4.2486
O 1.6362 4.0426 -5.4375
N 1.2823 2.8772 -5.4696
O 1.4637 2.1436 -6.4250
C 0.6309 2.3220 -4.2740
C 1.0361 2.8362 -3.0939
C 0.5196 2.3294 -1.8682
C 0.9455 2.8269 -0.6196
C 0.4256 2.2899 0.5211
C -0.5261 1.2587 0.3920
N -0.9439 0.7759 -0.7568
C -0.4306 1.2981 -1.8868
C -0.8881 0.7724 -3.1658
N -1.8310 -0.1890 -3.1398
C -2.2931 -0.6638 -4.2737
C -1.8481 -0.2049 -5.5223
C -0.8797 0.7588 -5.5751
C -0.3561 1.2765 -4.3725
H 1.7723 3.6282 -3.0814
H 1.6903 3.6136 -0.5842
H 0.7222 2.5917 1.5154
H -0.9460 0.8203 1.2911
H -3.0650 -1.4190 -4.1855
H -2.2735 -0.6177 -6.4266
H -0.5151 1.1169 -6.5245
Cl 0.7520 7.3329 6.0041
C 0.6257 5.7093 5.3402
C -0.2646 5.4611 4.2817
C -0.3715 4.2059 3.7556
C 0.4043 3.0788 4.2342
O 0.2929 1.9486 3.7049
C 1.2977 3.3835 5.3321
C 2.1500 2.4040 5.9838
O 2.2643 1.2130 5.7773
C 1.3811 4.6886 5.8456
H -0.8649 6.2743 3.8904
H -1.0611 4.0066 2.9436
H 2.7645 2.8642 6.7967
H 2.0644 4.8806 6.6669
C 2.5662 -1.1319 -0.3297
N 2.0628 -1.9277 0.7746
C 2.9309 -3.0593 1.0596
C 1.6597 -1.1754 1.9045
N 1.9948 0.0506 1.9910
N 0.9317 -1.9083 2.8290
C 0.5130 -1.2056 4.0296
C 0.0144 -2.9490 2.3975
H 2.6506 -1.7792 -1.2057
H 3.5435 -0.6844 -0.1099
H 1.8727 -0.3226 -0.5461
H 3.9709 -2.7339 1.2115
H 2.9068 -3.7634 0.2249
H 2.6048 -3.5722 1.9607
H 1.5418 0.5358 2.7665
H 1.3420 -0.6550 4.4701
H 0.1642 -1.9435 4.7534
H -0.2842 -0.4799 3.8408
H 0.4443 -3.5639 1.6121
H -0.9414 -2.5672 2.0157
H -0.1976 -3.5920 3.2538
```

The spin multiplicity is 1. For the HOMO energy, the calculation gives -3.0 eV. As for the frontier orbital gap: 5.776 eV. The calculation puts the total energy at -2682.45888 hartree. The charge is -2.

---

(2)
The following is a DFT calculation (ωB97M-V/def2-TZVPD) of a structure of composition C5H8O.

Geometry as XYZ:
```
14
Properties=species:S:1:pos:R:3
C -1.6395 0.3028 0.1729
C -2.8435 -0.2505 0.2599
C 1.7752 0.6485 -0.6969
C 1.4789 -0.8213 -0.5461
O 1.5927 -0.6466 0.9041
C 1.8562 0.6807 0.6344
H -1.3394 0.8908 -0.6920
H -0.8932 0.1790 0.9547
H -3.1401 -0.8352 1.1273
H -3.5843 -0.1390 -0.5282
H 0.4712 -1.1610 -0.8032
H 2.2372 -1.5249 -0.9003
H 2.0439 1.3809 1.4417
H 1.8718 1.3441 -1.5158
```

The spin multiplicity is 1. For the HOMO energy, the calculation gives -9.0 eV. As for the frontier orbital gap: 10.180 eV. The calculation puts the total energy at -270.43852 hartree. The charge is 0.

---

(3)
The following is a DFT calculation (ωB97M-V/def2-TZVPD) of a cluster of 11 separate species, C22H66O22 in total in a non-equilibrium geometry.

Geometry as XYZ:
```
110
Properties=species:S:1:pos:R:3
O -5.0320 3.0151 -1.0087
C -4.6142 4.3772 -0.9235
C -3.2642 4.4440 -1.6010
O -2.3765 3.5436 -0.9311
H -5.9867 2.9287 -0.9561
H -5.3330 5.0494 -1.4017
H -4.5111 4.6509 0.1311
H -2.8197 5.4371 -1.6179
H -3.3093 4.1045 -2.6406
H -2.7168 2.6480 -1.0024
O 2.0423 -1.7335 2.8125
C 3.1665 -1.9845 3.6368
C 2.7669 -2.2152 5.0640
O 2.1416 -3.4787 5.2287
H 2.2754 -1.5108 1.9021
H 3.8187 -2.8110 3.3278
H 3.7686 -1.0660 3.5941
H 2.0845 -1.4324 5.4022
H 3.7253 -2.1847 5.5949
H 1.8725 -3.5656 6.1461
O -0.5142 4.6161 1.3214
C -0.2193 5.9563 0.9600
C 0.9326 6.5010 1.7832
O 0.5840 7.0865 3.0258
H -0.9885 4.1484 0.6223
H 0.1836 5.9394 -0.0652
H -1.1531 6.5313 0.9327
H 1.5767 7.1268 1.1631
H 1.4748 5.5767 2.0274
H -0.3621 7.2542 3.0292
O 2.8795 1.5540 1.0968
C 3.2658 1.8477 2.4506
C 2.1897 1.7209 3.5048
O 1.2211 2.7387 3.5382
H 3.3228 2.2484 0.5980
H 4.0933 1.1797 2.7174
H 3.7103 2.8451 2.5537
H 2.7929 1.7378 4.4203
H 1.7123 0.7351 3.4765
H 1.0989 3.1494 2.6711
O -4.6625 0.3225 0.5989
C -4.8599 -0.3740 -0.5893
C -3.6658 -1.1525 -1.1299
O -3.8630 -1.7422 -2.3941
H -4.4332 1.2428 0.4377
H -5.7897 -0.9475 -0.6890
H -5.0860 0.3406 -1.4075
H -3.3420 -1.9160 -0.4201
H -2.8306 -0.4391 -1.1824
H -4.1226 -1.0318 -3.0111
O -2.6055 1.0235 4.1833
C -1.3231 0.4425 3.8529
C -1.3221 -0.3677 2.5746
O -2.0126 -1.5891 2.7157
H -3.2844 0.3734 3.9636
H -0.6877 1.3277 3.8846
H -1.0745 -0.2039 4.7056
H -0.2775 -0.5216 2.2861
H -1.7872 0.2629 1.8105
H -1.3927 -2.3209 2.7214
O 1.0699 -3.9689 -0.8625
C 1.6955 -4.9069 -0.0235
C 1.6309 -6.3085 -0.6262
O 0.3119 -6.8215 -0.5256
H 0.1672 -4.2295 -1.0748
H 2.7521 -4.7054 0.1175
H 1.1706 -5.0310 0.9304
H 2.2845 -6.9945 -0.0822
H 1.9568 -6.2056 -1.6688
H 0.2777 -7.7470 -0.7716
O -2.0522 3.1337 -4.6720
C -2.2611 1.7257 -4.6742
C -3.5476 1.4480 -3.8910
O -4.1630 0.2285 -4.3301
H -1.1072 3.2928 -4.5872
H -2.4640 1.3243 -5.6725
H -1.4419 1.1816 -4.2040
H -4.2751 2.2586 -3.9579
H -3.3439 1.2969 -2.8291
H -4.6683 0.3682 -5.1349
O -0.4522 -2.7331 -3.2089
C 0.1635 -3.2699 -4.3709
C -0.7961 -3.9546 -5.3447
O -0.8187 -5.3718 -5.2447
H -1.3255 -3.1114 -3.0605
H 0.5886 -2.4007 -4.8790
H 0.9916 -3.9269 -4.0866
H -0.5109 -3.6776 -6.3602
H -1.8060 -3.6207 -5.1098
H 0.0160 -5.7032 -4.9041
O 0.0906 1.4998 0.1444
C -0.0736 0.4146 -0.7680
C 1.2097 -0.3929 -1.0009
O 1.3961 -1.3480 0.0192
H 0.8511 1.2471 0.6861
H -0.8596 -0.2349 -0.3577
H -0.5205 0.8158 -1.6862
H 2.0577 0.2910 -1.0221
H 1.0423 -0.8504 -1.9810
H 1.0842 -2.1950 -0.3391
O 6.2299 0.1340 -0.1661
C 5.1830 -0.5836 0.5164
C 5.4356 -2.0758 0.4399
O 6.3070 -2.5070 1.4975
H 6.6733 0.6649 0.5034
H 5.0221 -0.3019 1.5564
H 4.2607 -0.3053 -0.0025
H 5.7341 -2.4335 -0.5463
H 4.5392 -2.6331 0.7348
H 7.2171 -2.2145 1.3860
```

As for the SMILES: OCCO.OCCO.OCCO.OCCO.OCCO.OCCO.OCCO.OCCO.OCCO.OCCO.OCCO. The spin multiplicity is 1. For the HOMO energy, the calculation gives -9.0 eV. As for the frontier orbital gap: 9.337 eV. The calculation puts the total energy at -2532.87040 hartree. The charge is 0.

---

(4)
The following is a DFT calculation (ωB97M-V/def2-TZVPD) of a cluster of 3 separate species, C3H12N2O2 in total in a non-equilibrium geometry.

Geometry as XYZ:
```
19
Properties=species:S:1:pos:R:3
C -1.7281 -0.1079 1.6000
C -0.4430 0.8410 1.5269
N 0.7198 0.0921 1.0271
C 1.4916 0.9183 0.1912
N 1.9995 0.4057 -0.8633
H -2.0854 -0.4315 0.5397
H -2.4777 0.6103 1.8728
H -1.7099 -0.9069 2.3341
H -0.6928 1.6816 0.8226
H -0.2365 1.3577 2.5467
H 0.4728 -0.7765 0.5655
H 1.7816 1.9546 0.6866
H 2.7020 1.0338 -1.1794
H 1.1635 -1.1002 -1.3044
H 0.5423 -2.5173 -0.7316
O 0.4074 -1.7214 -1.3060
H -1.0813 -0.6172 -1.8368
H -2.5666 -0.1962 -2.0937
O -1.7535 0.0357 -1.6037
```

The spin multiplicity is 2. For the HOMO energy (spin up / spin down), the calculation gives -14.6 / -14.6 eV. As for the frontier orbital gap (spin up / spin down): 10.500 / 5.674 eV. The calculation puts the total energy at -381.12940 hartree. The charge is +1.